Density functional theory data (ωB97M-V/def2-TZVPD) for C21H33Br2N3OPdSSi as an isolated structure.

Properties
LUMO level (eV): -8.209
E_tot (eV): -191094.660
Kohn-Sham gap (eV): 6.3
Energy relative to the best compared isomer or geometry (same formula, charge and spin) (kJ/mol): 144.7

The geometry in ORCA input format:
```
! wB97M-V def2-TZVPD RIJCOSX def2/J DEFGRID3
* xyz 2 1
Pd -0.492 -0.033 -0.135
N -2.084 0.570 1.095
C -2.000 2.005 1.320
C -2.029 2.499 2.611
C -1.881 3.862 2.820
C -1.694 4.706 1.736
C -1.674 4.195 0.447
C -1.840 2.832 0.211
C -1.856 2.296 -1.174
C -2.393 3.074 -2.209
C -2.391 2.648 -3.525
C -1.845 1.419 -3.862
C -1.316 0.606 -2.867
C -1.345 1.067 -1.569
H -2.060 0.078 1.987
H -2.968 0.333 0.644
H -2.164 1.827 3.451
H -1.905 4.258 3.826
H -1.559 5.767 1.893
H -1.511 4.865 -0.387
H -2.835 4.030 -1.958
H -2.815 3.283 -4.291
H -1.820 1.089 -4.892
H -0.841 -0.332 -3.113
Br 1.251 1.496 1.329
C 2.109 -0.158 1.865
Br 0.785 -1.528 2.158
H 2.642 0.029 2.789
H 2.746 -0.472 1.048
C 0.704 -3.409 -1.438
N -0.317 -3.052 -2.424
C 0.077 -3.307 -3.812
C -1.518 -2.599 -2.113
S -1.869 -1.767 -0.600
N -2.578 -2.830 -2.884
C -2.718 -4.078 -3.649
C -3.776 -1.980 -2.915
H 0.859 -4.488 -1.482
H 0.391 -3.126 -0.441
H 1.629 -2.890 -1.677
H 1.083 -2.911 -3.940
H -0.592 -2.790 -4.494
H 0.087 -4.372 -4.042
H -2.028 -4.828 -3.275
H -2.558 -3.918 -4.714
H -3.735 -4.437 -3.499
H -3.533 -0.965 -2.618
H -4.550 -2.386 -2.265
H -4.144 -1.973 -3.939
C 3.748 0.294 -1.174
Si 2.115 0.391 -2.077
C 1.634 2.185 -2.300
C 2.335 -0.396 -3.754
O 0.990 -0.541 -1.250
H 4.549 0.633 -1.836
H 3.995 -0.728 -0.875
H 3.787 0.941 -0.293
H 2.527 2.742 -2.597
H 1.249 2.662 -1.397
H 0.894 2.314 -3.092
H 3.029 0.209 -4.343
H 1.403 -0.459 -4.320
H 2.775 -1.394 -3.684
*
```